No. 1
A 5-piece molecular cluster, C11H32IN4O4 overall, computed with the ωB97M-V functional and the def2-TZVPD basis.

Summary:
- Gap between HOMO and LUMO: 6.99 eV
- Total charge: -1
- HOMO level: -4.22 eV

Last column: Löwdin charge in e.
Atoms and positions in Å:
I1 2.84 15.56 -5.47  -0.92
C1 9.84 14.20 -2.97  -0.07
C2 8.52 15.00 -3.23  -0.40
C3 8.76 16.26 -4.09  -0.18
O1 9.23 17.44 -3.36  -0.21
C4 9.40 18.54 -4.31  -0.10
N1 7.61 14.07 -3.89  0.02
H1 9.70 13.29 -2.37  0.06
H2 10.47 14.84 -2.35  0.07
H3 10.36 13.78 -3.83  0.07
H4 8.10 15.25 -2.25  0.13
H5 7.85 16.70 -4.50  0.11
H6 9.28 16.09 -5.03  0.12
H7 10.28 18.27 -4.89  0.08
H8 9.60 19.41 -3.69  0.08
H9 8.62 18.68 -5.06  0.08
H10 7.45 13.24 -3.34  0.07
H11 6.81 14.53 -4.30  0.07
C5 1.31 13.72 -0.40  -0.08
C6 0.56 14.94 0.13  -0.39
C7 1.46 16.07 0.73  -0.20
O2 0.74 17.22 1.17  -0.17
C8 -0.12 16.97 2.21  -0.15
N2 0.03 15.59 -1.12  0.02
H12 2.27 13.97 -0.86  0.08
H13 0.61 13.20 -1.05  0.08
H14 1.62 13.22 0.53  0.07
H15 -0.18 14.53 0.81  0.12
H16 2.10 16.36 -0.10  0.12
H17 2.28 15.70 1.35  0.12
H18 -0.72 16.05 2.27  0.08
H19 -0.88 17.75 2.16  0.08
H20 0.45 17.26 3.09  0.09
H21 0.71 15.52 -1.86  0.06
H22 -0.81 15.21 -1.55  0.06
C9 4.53 19.23 -9.98  -0.10
C10 5.74 18.33 -9.82  -0.28
O3 5.92 18.32 -8.36  -0.13
H23 4.55 20.24 -9.56  0.08
H24 3.71 18.69 -9.49  0.08
H25 4.37 19.19 -11.05  0.06
H26 6.70 18.63 -10.25  0.10
H27 5.53 17.32 -10.17  0.10
H28 5.23 17.80 -7.95  0.06
C11 2.01 21.09 -3.77  -0.74
O4 1.76 22.22 -3.37  -0.01
N3 2.04 20.68 -5.06  0.15
N4 2.39 20.13 -2.97  0.16
H29 2.40 19.75 -5.25  0.09
H30 1.70 21.28 -5.81  0.10
H31 2.59 19.21 -3.33  0.10
H32 2.28 20.37 -2.00  0.12

=====

No. 2
A 8-piece molecular cluster, C11H32N8O17P overall, computed with the ωB97M-V functional and the def2-TZVPD basis.

Summary:
- Gap between HOMO and LUMO: 8.78 eV
- Total charge: +1
- ΔE to the lowest compared entry with this formula, charge and spin: 299.08 kJ/mol
- HOMO level: -12.37 eV

Last column: Löwdin charge in e.
Atoms and positions in Å:
O1 4.36 2.46 0.71  -0.37
P1 3.91 3.32 -0.57  0.76
O2 3.83 4.98 -0.04  -0.19
O3 5.22 3.10 -1.75  -0.22
C1 2.33 2.65 -1.40  -0.29
C2 1.77 1.26 -0.65  -0.10
C3 0.42 1.97 0.03  -0.08
N1 -0.14 2.69 -1.22  0.01
C4 1.02 3.63 -1.58  -0.12
H1 3.52 5.54 -0.82  0.09
H2 5.04 2.18 -2.13  0.10
H3 2.57 2.36 -2.53  0.12
H4 2.39 0.81 0.23  0.14
H5 1.54 0.48 -1.53  0.14
H6 -0.26 1.17 0.56  0.11
H7 0.93 2.79 0.73  0.17
H8 -0.02 1.95 -1.98  0.15
H9 -1.10 3.08 -1.15  0.20
H10 0.87 4.49 -0.79  0.15
H11 0.84 4.14 -2.62  0.14
C5 0.21 2.76 -5.54  0.05
N2 0.87 1.48 -5.16  -0.40
O4 0.88 1.19 -3.96  0.00
O5 1.35 0.81 -6.08  0.11
H12 -0.17 3.25 -4.64  0.08
H13 0.96 3.39 -6.03  0.11
H14 -0.61 2.52 -6.23  0.11
C6 -3.22 -0.19 2.44  0.05
N3 -2.26 -0.36 1.32  -0.41
O6 -1.06 -0.40 1.61  0.02
O7 -2.74 -0.45 0.18  0.06
H15 -2.67 -0.13 3.38  0.10
H16 -3.78 0.73 2.26  0.11
H17 -3.88 -1.06 2.44  0.09
C7 6.23 7.51 0.03  0.03
N4 5.98 8.77 -0.73  -0.43
O8 6.93 9.55 -0.83  0.07
O9 4.85 8.93 -1.20  0.03
H18 7.26 7.50 0.38  0.10
H19 5.53 7.49 0.87  0.10
H20 6.04 6.67 -0.66  0.09
C8 -6.05 -3.27 4.28  0.04
N5 -5.66 -1.84 4.38  -0.42
O10 -4.55 -1.58 4.87  0.03
O11 -6.47 -1.00 3.95  0.06
H21 -5.25 -3.88 4.69  0.10
H22 -6.97 -3.39 4.86  0.11
H23 -6.22 -3.50 3.23  0.08
C9 -4.85 -6.40 1.11  0.04
N6 -6.03 -5.63 1.59  -0.42
O12 -6.41 -5.83 2.75  0.04
O13 -6.55 -4.84 0.78  0.06
H24 -4.51 -7.05 1.92  0.10
H25 -5.17 -7.00 0.25  0.07
H26 -4.08 -5.69 0.83  0.11
C10 6.64 0.79 2.41  0.02
N7 7.30 -0.49 2.79  -0.43
O14 7.31 -0.78 3.99  0.05
O15 7.78 -1.16 1.87  0.05
H27 6.26 1.28 3.31  0.10
H28 7.39 1.42 1.92  0.10
H29 5.82 0.55 1.72  0.08
C11 -5.46 -9.89 -1.97  0.04
N8 -4.57 -8.74 -1.67  -0.42
O16 -3.99 -8.74 -0.57  0.03
O17 -4.47 -7.87 -2.54  0.06
H30 -5.45 -10.58 -1.11  0.10
H31 -6.47 -9.50 -2.13  0.10
H32 -5.08 -10.38 -2.86  0.11

=====

No. 3
A 5-piece molecular cluster, C11H34N8O5 overall, computed with the ωB97M-V functional and the def2-TZVPD basis.

Summary:
- Gap between HOMO and LUMO: 9.83 eV
- ΔE to the lowest compared entry with this formula, charge and spin: 111.31 kJ/mol
- HOMO level: -9.25 eV

Last column: Löwdin charge in e.
Atoms and positions in Å:
C1 3.71 -1.86 -0.75  -0.12
O1 3.34 -1.24 0.44  -0.19
C2 4.32 -1.25 1.44  -0.22
C3 3.68 -1.06 2.84  -0.42
C4 2.64 0.03 2.87  -0.08
N1 4.68 -0.81 3.90  0.04
H1 4.62 -1.47 -1.22  0.09
H2 2.92 -1.63 -1.47  0.07
H3 3.78 -2.95 -0.73  0.09
H4 4.79 -2.25 1.43  0.12
H5 5.15 -0.57 1.19  0.13
H6 3.18 -2.02 2.94  0.14
H7 1.80 -0.29 2.24  0.06
H8 3.02 0.99 2.52  0.08
H9 2.13 0.06 3.83  0.08
H10 5.55 -0.45 3.52  0.06
H11 4.89 -1.66 4.39  0.07
C5 -0.53 2.36 2.44  -0.09
O2 -1.23 1.12 2.39  -0.24
C6 -2.45 1.24 3.07  -0.22
C7 -3.19 -0.11 3.10  -0.42
C8 -3.48 -0.69 1.69  -0.06
N2 -4.45 0.01 3.89  0.04
H12 -1.16 3.06 1.89  0.09
H13 0.44 2.38 1.95  0.09
H14 -0.45 2.69 3.48  0.09
H15 -2.22 1.59 4.09  0.12
H16 -3.13 2.03 2.71  0.13
H17 -2.45 -0.81 3.49  0.13
H18 -3.81 -0.02 0.91  0.07
H19 -4.11 -1.57 1.81  0.08
H20 -2.59 -1.17 1.29  0.07
H21 -4.18 0.31 4.82  0.07
H22 -4.67 -0.98 3.92  0.07
N3 -0.29 0.08 -0.27  0.20
C9 -1.03 0.60 -1.28  -0.60
N4 -2.07 1.29 -0.77  0.19
O3 -0.85 0.36 -2.47  -0.02
H23 -0.62 0.07 0.68  0.07
H24 0.47 -0.54 -0.52  0.11
H25 -2.23 1.50 0.20  0.08
H26 -2.63 1.60 -1.55  0.10
N5 -2.89 0.50 -4.36  0.16
C10 -3.50 1.67 -4.58  -0.70
N6 -2.74 2.68 -4.06  0.14
O4 -4.54 1.81 -5.23  0.01
H27 -2.00 0.43 -3.88  0.05
H28 -3.41 -0.22 -4.84  0.12
H29 -2.98 3.64 -4.25  0.10
H30 -2.10 2.46 -3.33  0.06
N7 2.47 -1.96 -4.89  0.15
C11 1.43 -1.70 -4.09  -0.71
N8 0.90 -0.46 -4.31  0.14
O5 0.82 -2.46 -3.33  0.00
H31 2.91 -1.28 -5.48  0.09
H32 2.87 -2.88 -4.86  0.11
H33 0.14 -0.14 -3.72  0.04
H34 1.31 -0.01 -5.11  0.09

=====

No. 4
A 6-piece molecular cluster, C11H34O6 overall, computed with the ωB97M-V functional and the def2-TZVPD basis.

Summary:
- Gap between HOMO and LUMO (alpha / beta): 2.50 / 6.93 eV
- Total charge: -1
- ΔE to the lowest compared entry with this formula, charge and spin: 83.56 kJ/mol
- ⟨S²⟩: 0.750
- HOMO level (alpha / beta): 0.40 / -4.11 eV
- Multiplicity: 2

Last column: Löwdin charge in e.
Atoms and positions in Å:
O1 0.27 0.44 0.15  0.21
H1 0.59 0.08 0.97  0.05
H2 0.03 1.36 0.31  0.07
H3 1.01 0.34 -0.46  0.07
C1 1.65 -2.05 4.04  -0.11
C2 1.24 -1.59 2.66  -0.65
C3 0.02 -2.41 2.21  -0.09
O2 1.02 -0.20 2.70  -0.32
H4 0.90 -1.86 4.81  0.07
H5 2.56 -1.54 4.34  0.06
H6 1.83 -3.12 4.06  0.06
H7 2.00 -1.95 1.96  0.09
H8 0.14 -3.48 2.40  0.06
H9 -0.22 -2.25 1.16  0.04
H10 -0.89 -2.08 2.71  0.06
C4 -1.32 -1.41 -2.04  -0.09
C5 -0.39 -1.01 -3.21  -0.34
O3 0.26 0.20 -2.86  -0.23
H11 -1.73 -2.40 -2.22  0.07
H12 -2.14 -0.71 -1.87  0.05
H13 -0.74 -1.55 -1.12  0.04
H14 -0.88 -0.80 -4.16  0.10
H15 0.33 -1.83 -3.29  0.09
H16 1.03 0.31 -3.43  0.01
C6 -3.71 1.07 0.19  -0.10
C7 -3.64 0.45 1.53  -0.36
O4 -2.44 -0.25 1.70  -0.05
H17 -4.66 1.59 -0.01  0.07
H18 -3.63 0.32 -0.59  0.06
H19 -2.91 1.80 0.08  0.06
H20 -4.57 -0.10 1.69  0.11
H21 -3.72 1.28 2.23  0.11
H22 -2.51 -1.17 1.43  0.08
C8 2.78 -1.69 -1.72  -0.13
C9 3.43 -0.80 -0.66  -0.32
O5 2.80 0.49 -0.64  -0.23
H23 2.90 -1.29 -2.73  0.04
H24 1.72 -1.73 -1.49  0.05
H25 3.20 -2.69 -1.67  0.07
H26 4.46 -0.62 -0.98  0.09
H27 3.41 -1.21 0.35  0.10
H28 3.29 1.02 -1.27  0.01
C10 -0.76 3.48 -1.72  -0.09
C11 -0.08 4.00 -0.44  -0.34
O6 0.07 2.97 0.45  -0.08
H29 -0.24 2.60 -2.11  0.06
H30 -0.77 4.29 -2.45  0.06
H31 -1.81 3.24 -1.55  0.06
H32 -0.62 4.84 -0.01  0.10
H33 0.91 4.40 -0.69  0.10
H34 0.50 3.22 1.26  0.12

=====

Result set for strongest force on any atom: 0.058, 0.126, 0.068, 0.079 hartree/bohr, one per record in the order listed.
Result set for E: -1255.9946, -2495.8492, -1253.8097, -890.7782 a.u., one per record in the order listed.